{
  "formula": "C19H23N3O5",
  "method": "the ωB97M-V functional and the def2-TZVPD basis",
  "relative_energy_ev": 20.6150,
  "energy_ev": -34766.6829,
  "total_charge": 0,
  "species": ["C", "C", "H", "H", "O", "C", "O", "C", "C", "H", "H", "C", "N", "C", "C", "C", "O", "N", "C", "O", "N", "H", "C", "C", "C", "C", "C", "C", "H", "H", "O", "C", "H", "H", "H", "H", "H", "H", "C", "H", "C", "H", "H", "H", "H", "H", "H", "H", "H", "H"],
  "xyz": [[-0.100, -5.140, -6.460], [0.965, -4.526, -5.554], [1.848, -5.232, -5.552], [1.183, -3.568, -5.954], [0.457, -4.512, -4.339], [-0.013, -3.550, -3.914], [-0.275, -2.604, -4.664], [-0.370, -3.739, -2.283], [0.929, -3.234, -1.616], [1.447, -2.318, -2.225], [1.812, -4.136, -1.413], [0.608, -2.739, -0.229], [-0.322, -1.303, -0.496], [-0.064, -0.437, 0.561], [0.335, -0.494, 1.727], [0.628, 0.638, 2.516], [1.048, 0.787, 3.605], [-0.046, 1.845, 2.048], [-0.750, 1.932, 1.063], [-1.123, 2.907, 0.480], [-0.776, 0.748, 0.104], [-0.908, 0.793, -0.839], [-0.019, 2.906, 3.035], [-0.495, 2.869, 4.193], [-0.849, 3.872, 5.206], [-0.079, 5.264, 4.683], [0.448, 5.402, 3.219], [0.495, 4.065, 2.676], [1.029, 4.181, 1.449], [1.015, 6.239, 2.956], [-0.140, 6.185, 5.582], [0.322, 7.459, 5.088], [-0.014, 7.901, 4.266], [1.471, 7.456, 4.810], [0.284, 8.179, 5.879], [-1.007, 3.905, 6.196], [-1.290, 1.985, 4.629], [1.157, -1.352, 2.065], [-1.056, -1.474, -1.513], [-1.865, -1.035, -1.272], [-1.340, -2.734, -1.889], [-1.965, -2.960, -2.749], [-1.914, -3.368, -1.087], [-0.643, -0.912, -2.557], [0.146, -3.474, 0.366], [1.577, -2.116, 0.314], [-0.385, -4.604, -2.090], [-0.458, -5.983, -6.150], [-1.121, -4.593, -6.298], [0.182, -5.384, -7.575]]
}